The following is a DFT calculation (the ωB97M-V functional and the def2-TZVPD basis) of a molecular structure, H18O25S4Zn3.

The relative energy (zero: lowest compared OMol25 entry of this formula, charge and spin) comes out at 649.00 kcal per mole. As for the gap between HOMO and LUMO: 1.62 eV. Its LUMO energy is -0.0655 hartree. As for the total charge: -2. The value obtained for the total energy is -8821.8816 hartree.

Element x y z (Å)
H  3.21  -4.07  2.67
H  -3.23  4.07  0.97
S  0.53  -1.38  -0.58
O  5.58  0.79  2.13
S  -3.46  0.15  -5.86
O  -1.96  2.64  4.57
S  2.47  7.38  0.28
H  4.54  0.96  -2.48
Zn  -2.28  -3.92  -4.82
H  -4.31  4.94  0.34
H  1.71  -3.99  2.84
O  0.37  3.24  4.81
H  4.35  1.98  -3.58
S  -0.99  3.59  5.16
O  -1.18  4.99  4.74
H  -6.47  -0.80  0.01
Zn  -1.01  3.89  -2.62
O  -0.25  -1.51  0.65
O  5.02  1.58  -3.03
H  1.60  -5.53  -5.43
O  -2.22  -0.56  -6.22
O  -0.94  -2.39  6.63
O  0.80  -5.76  -5.91
H  5.54  -3.78  -3.44
H  4.58  -3.79  -2.27
H  -1.19  -3.12  7.19
H  -5.25  -0.13  -0.57
O  -3.27  1.32  -5.02
H  6.18  1.05  1.43
O  -5.63  -0.41  0.26
H  1.11  -6.19  -6.71
O  -4.27  0.50  -6.99
O  -3.51  4.46  0.13
O  0.30  0.01  -0.98
O  3.42  6.57  1.09
O  -3.89  -5.16  2.80
H  -3.74  -5.61  1.97
O  -4.05  -0.84  -5.04
Zn  -3.35  -1.22  3.72
O  1.94  -1.59  -0.32
O  1.41  6.59  -0.36
O  3.13  8.12  -0.77
O  -1.16  3.53  6.62
O  4.94  -4.35  -2.96
O  0.00  -2.29  -1.52
O  2.47  -4.55  3.03
O  1.78  8.32  1.16
H  -4.18  -5.85  3.40
H  -0.24  -1.94  7.12
H  5.05  0.10  1.74

Atom charges from the Mulliken analysis, given in e for atoms 1 to 2: 0.31, 0.33